(1)
C19H33N5O4S2 | wB97M-V/def2-TZVPD

Output
Calculated total energy = -2114.7805 hartree
E_HOMO = -9.3 eV
F_max = 2.688 eV/Å
Total charge = 0

Positions of all 63 atoms, in Å:
H -6.25081 2.15560 -3.23137
C -4.89713 3.42050 0.82593
H 2.15515 -3.35694 -6.54362
H 2.84690 2.64642 -0.68558
C -1.49244 -4.34653 -1.09098
O -0.09302 -2.69477 2.62620
C -5.63333 1.47189 -2.65234
C -3.81843 4.24418 1.39227
C -1.64837 1.00778 0.01061
H -5.61925 1.80241 -1.60933
C 0.27957 2.18892 1.26429
C 1.71605 2.73597 1.13844
H -3.47008 3.80707 2.32576
H -6.05958 0.47225 -2.70828
N -5.72689 2.77859 0.38614
H -2.88290 -5.87630 -0.74717
H -2.63587 -4.76527 0.61445
N 2.18942 -1.26659 -4.19946
H 3.88133 1.41441 1.82759
C 3.41587 -1.18234 4.66600
C -2.14349 -5.29992 -0.19530
H 2.16879 2.64646 2.12730
N -0.98446 -3.59633 -1.78249
H -2.98638 4.29464 0.69238
H 2.46690 -1.31322 4.15326
C 3.99711 1.54142 0.75317
H 5.13756 -0.32076 0.78650
O 0.07617 -0.54563 3.56164
H 3.64226 -2.08257 5.23352
C -1.33308 -0.45970 0.31006
H -0.17420 -2.13027 0.07986
C 4.48158 -0.92991 3.69598
H -2.31078 1.10084 -0.86187
H -2.25486 1.36533 0.84914
S 0.75634 -0.92064 -1.61616
C 0.02710 -1.05389 0.01529
C 4.35618 0.15276 0.19033
N -3.21647 1.45676 -3.60959
S -0.10502 -1.29608 2.36460
H 0.22816 1.66046 -0.87937
C 1.86864 -3.49468 -5.50328
H -4.18462 5.24998 1.58527
H 3.33460 -0.33982 5.34932
H 0.28737 1.33623 1.93247
O -1.48857 -0.76094 1.71833
H 4.76654 2.25328 0.47119
H 2.48893 -4.27157 -5.06146
H -0.83345 2.91701 -0.37838
H -0.29852 2.96161 1.77785
H 2.14184 1.10931 -0.25794
C 2.63393 1.98409 0.15447
H -1.98293 -1.07948 -0.30442
H -1.40074 -5.97543 0.22317
H 4.59530 0.20164 -0.86969
C -4.27115 1.46082 -3.18915
H 1.68008 3.80573 0.93809
C 2.04893 -2.24228 -4.77109
H 3.48100 -0.48688 0.28989
C -0.43856 1.94521 -0.07196
O 0.89132 -0.86533 1.17284
H 0.82541 -3.80014 -5.45703
H 0.45120 -2.10243 -2.17352
N 5.31786 -0.73293 2.94720

=====

(2)
C41H59ClN2O12 | wB97M-V/def2-TZVPD

Output
Calculated total energy = -3070.2134 hartree
E_HOMO = -8.6 eV
F_max = 1.901 eV/Å
Total charge = 0
SMILES = Cc1ccccc1C[C@@](C#N)(CC=O)[C@](Cl)(C#N)CCOCCOc1ccc(C(C)(C)CC(C)(C)C)cc1.COC(=O)OC.COC(=O)OC.COC(=O)OC

Positions of all 115 atoms, in Å:
H -8.41271 1.20278 -1.38085
C 0.55407 -2.95908 -0.00512
H -5.74622 2.43810 0.03306
H 4.17387 5.22343 10.27936
H -1.70240 3.96249 -4.58360
O 4.81645 1.55651 11.21238
C -6.01141 -3.31335 -0.12074
H 1.11406 -1.28708 2.90411
H 4.81748 1.28714 2.58239
C 1.90753 -2.89585 -0.69266
H 5.59883 4.64805 -8.31273
C -4.66771 1.66090 -3.57967
C -6.98880 -1.34303 -1.47102
H 2.66302 -2.82311 0.09074
C 4.62901 -0.39784 7.13836
H -0.88215 -0.95810 -3.12752
H -0.51075 3.29495 -2.83291
H -5.70482 -4.34620 -2.50838
C 3.58791 -2.11435 -2.36399
H -3.79131 -2.79850 -1.38877
O 6.54754 2.79933 -8.27509
H 5.78481 5.26665 11.04963
H 4.06296 -2.80507 -1.66274
C 4.72254 2.88156 11.33442
O 5.23357 3.43445 10.23483
Cl 0.67508 -3.10970 -3.48111
H -5.10970 -0.73362 0.65076
H -2.37545 -4.68441 -0.31853
C -5.92872 -2.46590 -1.42757
C 5.35554 0.30589 -6.15209
C 2.20643 -1.71968 -1.68500
H 2.10791 -3.83055 -1.20659
O 5.79367 0.43832 4.91148
H 5.87830 0.54134 -5.23784
H 3.95153 -0.81131 7.88000
H 5.56505 -0.32472 2.37144
H -6.72589 -2.91854 0.59493
C -5.45614 0.76521 -2.86831
H -0.38602 1.13731 -1.38725
H -0.52598 -1.07577 -1.43070
H -5.94731 0.72325 1.18286
H 3.44312 -2.66669 -3.28817
H -0.20807 -4.44194 -1.36542
H -7.18598 -1.08902 -2.51288
C 4.70089 -0.05936 4.84345
C -6.68791 -0.02059 -0.73356
O 4.25711 3.47230 12.27301
H -7.95689 1.36755 0.35163
C 5.95267 2.30434 -7.18243
O -3.43449 3.74200 -3.58777
H 4.85308 1.07101 13.23429
C -2.00245 -3.22741 1.20677
H -4.34692 -1.90828 -2.78690
C 5.19949 4.86322 10.22556
C 1.14594 -1.49703 -2.80799
H -5.75910 -0.13917 -3.37586
C -6.06752 -0.21735 0.65555
C -8.06046 0.68750 -0.49271
H -8.77886 -0.06646 -0.16979
N 2.54623 0.55211 -0.45685
C -0.00115 0.79577 -2.35505
H -4.36904 4.02222 -1.15780
O 3.99193 -0.23990 3.72854
H 7.17397 4.61111 -7.47218
C -1.66500 -3.97534 0.08803
H -4.18001 -1.10800 -1.20344
H 5.56080 -0.96000 7.15745
C -1.04573 -2.36101 1.71566
C 4.59070 -0.98161 -2.51224
C -0.12124 -0.73689 -2.38068
C 1.68547 -0.78774 -3.96581
H 4.30669 0.57454 -6.07438
C -0.41851 -3.83525 -0.49858
H -2.41878 2.40026 -4.85400
O 5.96739 0.98098 -7.26741
H 4.81313 0.64921 7.37102
H 2.20791 -1.45780 1.50737
C -4.48265 -2.01965 -1.71195
O -0.81274 1.35647 -3.36399
H -6.75432 -0.81804 1.25772
H -2.96521 -3.34096 1.68165
C -4.66309 3.10864 -1.65066
H 5.10583 -0.64946 -1.59381
C 2.48256 -0.47037 -0.97046
C -1.35132 2.60420 -2.97819
O 5.48954 2.95833 -6.28373
H 7.10228 4.49217 -9.24001
C -2.23923 3.15651 -4.08915
O 4.88906 -0.47951 -3.56038
C 0.21313 -2.22559 1.13638
C 1.18192 -1.29660 1.82037
H 3.94868 0.00717 1.71723
C -5.85254 0.97577 -1.55169
H -4.35607 1.45464 -4.59036
H 5.43699 -0.75978 -6.34840
H -6.17463 -2.95723 -3.54408
C 6.60158 4.22400 -8.31356
C 4.30237 0.82674 12.32793
H -5.03096 -3.27056 0.35549
C 4.63364 0.21594 2.53423
C -6.30367 -3.44099 -2.57514
H -7.91903 -1.75067 -1.07604
H 5.64101 5.17854 9.28466
H -6.18758 -4.35835 -0.36020
H -1.29333 -1.78485 2.59863
H -7.37029 -3.65623 -2.48700
N 2.11328 -0.17184 -4.81550
H 3.24148 1.02848 12.46393
O 3.98706 -0.52721 5.86734
H 4.43946 -0.22659 12.10008
H 0.94959 -0.28408 1.48160
C -5.45211 2.18348 -0.97559
H -1.87877 2.56290 -2.01952
H 1.02641 1.16219 -2.38880
C -4.26035 2.82318 -2.94555

=====

(3)
C12H33Li3N2O3 | wB97M-V/def2-TZVPD

Output
Calculated total energy = -834.9424 hartree
E_HOMO = -7.4 eV
F_max = 2.688 eV/Å
Total charge = 0
ΔE to the lowest compared entry with this formula, charge and spin = 0.000 eV

Positions of all 53 atoms, in Å:
H -3.84391 3.39734 0.55188
C 1.29639 -2.41311 -3.05634
C 1.50141 -1.39920 -1.90182
H -1.26184 0.43399 -0.96961
N -2.57014 1.74152 0.98442
H 4.20157 -2.51218 -0.20235
H -4.04255 0.32600 0.24818
H -1.97217 -0.44278 2.65112
C 0.22332 -3.24492 0.02349
H 0.53792 -1.00569 -1.57788
C 4.41746 -0.72188 -1.37952
C -2.07808 3.82105 -0.58549
O 3.09691 1.09718 1.67709
H 2.27399 -2.76958 -3.38089
H -1.00395 3.66749 -0.48179
H 0.08361 3.18005 2.72296
C -2.89810 0.09217 2.86224
H 5.47196 -0.98849 -1.30854
C -3.10080 1.50376 2.35577
C -2.03640 -0.15421 -0.47751
H -0.02808 -4.19010 0.50467
H -2.40260 -0.78781 -1.28532
H 4.08314 -0.54849 -2.40239
H -0.29936 -2.48396 0.60302
Li -0.40245 1.28579 1.41152
H -2.49629 3.73772 1.54722
H -3.12581 0.03275 3.92654
H -3.57190 -0.65551 2.44384
H 1.88943 -0.48497 -2.35094
N 2.18950 -1.81361 -0.64964
H -4.13522 1.83696 2.27180
H -2.30423 4.88267 -0.68505
H -0.36485 -3.33370 -0.88990
H -1.60182 -0.68877 0.36717
C -3.14443 0.87194 -0.04065
H 4.25362 0.18843 -0.80282
H 0.73090 -3.29835 -2.76537
H 0.65737 -1.95361 -3.81041
C 3.63170 -2.03443 -0.99927
H 1.98606 -3.96836 -0.70914
H -3.43121 1.39248 -0.95438
O 0.66286 2.40008 2.61975
H 3.96729 1.00519 2.11125
C 1.67586 -3.13183 -0.08295
H 0.48760 1.64634 -1.07424
H 2.09319 -3.32499 0.90529
Li 1.70627 -0.11685 0.63541
O 0.93901 1.55412 -0.21270
Li 1.98753 2.56430 1.16431
H -2.65779 2.19513 3.07261
H 3.70391 -2.70985 -1.85173
H -2.19993 3.12449 -1.41498
C -2.77604 3.19837 0.64227

=====

(4)
C13H33Be3N3O6 | wB97M-V/def2-TZVPD

Output
Calculated total energy = -1173.1662 hartree
E_HOMO = -20.7 eV
F_max = 7.274 eV/Å
Total charge = +4
ΔE to the lowest compared entry with this formula, charge and spin = 4.238 eV

Positions of all 58 atoms, in Å:
H -0.21049 3.62466 1.28738
N -2.84606 -2.81030 -0.64958
O 0.37326 -1.29384 0.05642
H 4.01603 0.60467 1.31667
H -3.93103 -1.79848 -2.75309
Be -1.04999 -2.71810 0.39512
Be -0.08567 -2.37272 -3.23196
H 1.88449 3.40497 1.53324
H 2.74187 0.95303 2.50080
H -1.56599 1.50691 0.62142
C -2.62776 -0.52314 0.37066
H -0.55021 -0.77560 2.85406
H -1.11240 0.22702 -1.36003
N 2.48334 -1.30470 0.11514
C 2.43491 -0.86274 1.43394
H 0.10446 -0.10876 1.06027
H 2.44894 -2.74369 2.44525
C 2.61172 2.97512 0.84443
H 1.39991 -0.70740 1.73848
H -4.81242 -1.07108 -1.37624
H -1.07114 0.70376 2.09365
O -0.42791 -2.61288 -1.35902
C 0.44086 1.18541 -3.29702
C -3.86800 -1.09871 -1.91975
H 3.39287 -1.74124 0.06732
H 2.68248 3.61624 -0.03424
H -3.68233 -0.14371 -2.41128
C -0.26865 3.10063 0.33338
H 3.58460 3.14232 1.30663
O 2.43830 1.53873 0.50463
Be 1.62627 0.15705 -0.78723
H -3.45316 -0.76849 1.03895
H -0.05327 0.26070 -3.59510
O 0.52332 1.25713 -1.87846
C 0.24746 -1.61253 -1.12189
C 2.94087 0.58386 1.49471
N 0.45022 0.83705 0.98282
H -3.75710 -3.02552 -0.27041
H 0.66059 3.31932 -0.19273
H -2.23643 -0.41561 2.92015
H -2.53536 0.52386 0.08195
H 1.42696 1.05469 -3.74269
C -0.55597 1.61425 0.22591
C 3.00004 -1.80359 2.46995
H -1.76483 -1.41148 -1.65865
H 4.08899 -1.84024 2.43921
C -0.69978 1.22743 -1.22956
O 0.73057 -0.89749 -1.97739
C -1.36076 -0.33101 2.27661
H 2.92075 -1.53684 3.52383
O -1.48596 -0.97159 1.01432
H 0.52218 1.15877 1.93750
H -2.98499 -3.34035 -1.49803
H 1.84781 -2.07433 -0.03937
H -0.02701 2.02307 -3.81423
H -0.90776 3.61769 -0.38237
C -2.64317 -1.37412 -1.01426
H -1.44835 1.87198 -1.69031

=====

- Which of these has the highest E_HOMO?
  C12H33Li3N2O3

=====

- What is the formula in the first record?
  C19H33N5O4S2

=====

- Among the records above, which one has the highest E_HOMO?
  C12H33Li3N2O3

=====

- Among the records above, which one has the highest E_HOMO?
  C12H33Li3N2O3